<a>
{
  "formula": "C3H3FO2",
  "method": "ωB97M-V/def2-TZVPD",
  "total_charge": 0,
  "gap_ha": 0.3821,
  "homo_energy_ev": -9.8,
  "spin_multiplicity": 1,
  "symbols": ["F", "O", "O", "C", "C", "C", "H", "H", "H"],
  "positions_angstrom": [[-2.3396, -0.8596, -0.6122], [-1.3646, -0.8892, 1.4362], [1.7075, -0.1294, 0.7145], [1.5226, 0.4840, -0.6491], [-1.8735, -0.2562, 0.5716], [1.0478, -0.8581, -0.1337], [2.4478, 0.3916, -1.2174], [-1.9442, 0.8892, 0.5553], [0.7961, 1.2278, -0.6652]],
  "nbo_charge": [-0.359, -0.485, -0.426, -0.303, 0.714, 0.318, 0.212, 0.134, 0.196]
}


<b>
{
  "formula": "C3H3FO2",
  "method": "ωB97M-V/def2-TZVPD",
  "smiles": "C=C(F)C(=O)O",
  "total_charge": 0,
  "gap_ha": 0.3776,
  "homo_energy_ev": -10.5,
  "spin_multiplicity": 1,
  "symbols": ["F", "O", "O", "C", "C", "C", "H", "H", "H"],
  "positions_angstrom": [[-1.1869, 1.5239, 0.1100], [-0.0110, -1.5480, -1.0780], [-1.8803, -0.3485, -1.3604], [-0.8536, -0.5826, -0.6291], [-0.4521, 0.5353, 0.3679], [0.8497, 0.6906, 0.8459], [1.5927, -0.2460, 0.8209], [1.1235, 1.6487, 1.3312], [0.8180, -1.6734, -0.4085]],
  "nbo_charge": [-0.270, -0.643, -0.546, 0.680, 0.309, -0.457, 0.205, 0.235, 0.488]
}


Quick look at relative energies in kcal/mol: <a> 46.7; <b> 0.0.


<a>
{
  "formula": "CH3F3Si",
  "method": "ωB97M-V/def2-TZVPD",
  "total_charge": 0,
  "gap_ha": 0.3866,
  "homo_energy_ev": -10.8,
  "spin_multiplicity": 1,
  "symbols": ["Si", "F", "F", "F", "C", "H", "H", "H"],
  "positions_angstrom": [[-0.3595, 0.1493, 0.9452], [0.1637, -1.4303, -1.2933], [0.0254, 0.5249, -2.0713], [1.8467, 0.5512, -0.2274], [0.0360, -0.1583, -0.9980], [-0.4402, 1.7244, 1.2587], [0.4332, -0.7655, 1.7504], [-1.7054, -0.5957, 0.6357]],
  "nbo_charge": [0.816, -0.289, -0.253, -0.688, 0.775, -0.077, -0.110, -0.173]
}


<b>
{
  "formula": "CH3F3Si",
  "method": "ωB97M-V/def2-TZVPD",
  "smiles": "F[SiH2]C(F)F",
  "total_charge": 0,
  "gap_ha": 0.4157,
  "homo_energy_ev": -10.8,
  "spin_multiplicity": 1,
  "symbols": ["Si", "F", "F", "F", "C", "H", "H", "H"],
  "positions_angstrom": [[0.9013, -0.2661, -0.4408], [-1.0972, 1.3186, -0.0003], [1.3852, 0.9046, 0.4995], [-1.0061, -0.0566, 1.6083], [-0.8611, 0.0593, 0.2364], [1.1442, 0.0138, -1.8889], [1.2387, -1.4740, 0.1375], [-1.7049, -0.4995, -0.1516]],
  "nbo_charge": [1.427, -0.339, -0.639, -0.364, 0.202, -0.184, -0.222, 0.120]
}


Quick look at relative energies in kcal/mol: <a> 79.7; <b> 0.0.


<a>
{
  "formula": "C3H5NO3S",
  "method": "ωB97M-V/def2-TZVPD",
  "total_charge": 0,
  "gap_ha": 0.3675,
  "homo_energy_ev": -10.7,
  "spin_multiplicity": 1,
  "symbols": ["S", "O", "O", "O", "N", "C", "C", "C", "H", "H", "H", "H", "H"],
  "positions_angstrom": [[-1.4698, -0.4979, 0.0901], [-2.6592, -0.5734, 0.8501], [-1.2054, -1.6058, -0.8013], [0.4996, 2.4340, 0.0102], [-1.2953, 1.0827, -0.7512], [-0.0768, 0.2206, 0.8469], [1.7205, -0.7890, 0.0078], [-0.1981, 1.4699, -0.0439], [2.4361, -1.0319, 0.7785], [2.3048, -0.2150, -0.5992], [0.0594, 0.0106, 1.8513], [-1.4715, 1.1670, -1.7166], [1.3556, -1.6718, -0.5226]],
  "nbo_charge": [2.236, -0.880, -0.907, -0.538, -0.824, -0.557, -0.460, 0.652, 0.200, 0.191, 0.248, 0.419, 0.219]
}


<b>
{
  "formula": "C3H5NO3S",
  "method": "ωB97M-V/def2-TZVPD",
  "smiles": "O/N=C1\\OCOCS1",
  "total_charge": 0,
  "gap_ha": 0.3556,
  "homo_energy_ev": -9.2,
  "spin_multiplicity": 1,
  "symbols": ["S", "O", "O", "O", "N", "C", "C", "C", "H", "H", "H", "H", "H"],
  "positions_angstrom": [[0.7242, 0.6500, -1.2851], [-0.6839, -0.9920, 0.2325], [-2.7678, 0.6849, 0.6196], [1.6494, -1.1537, 0.5360], [-1.6849, 1.0226, -0.0782], [0.4588, -1.0277, 1.1862], [2.0721, 0.0161, -0.0614], [-0.6433, 0.2842, -0.2837], [0.3120, -1.8830, 2.0521], [0.4556, 0.0022, 1.7779], [2.2191, 0.6695, 0.7893], [-2.6347, -0.1180, 1.0550], [2.9483, -0.1777, -0.7167]],
  "nbo_charge": [0.205, -0.555, -0.494, -0.519, -0.132, 0.195, -0.149, 0.223, 0.211, 0.147, 0.188, 0.454, 0.225]
}


<c>
{
  "formula": "C3H5NO3S",
  "method": "ωB97M-V/def2-TZVPD",
  "smiles": "NC(=O)OCOC=S",
  "total_charge": 0,
  "gap_ha": 0.3338,
  "homo_energy_ev": -9.0,
  "spin_multiplicity": 1,
  "symbols": ["S", "O", "O", "O", "N", "C", "C", "C", "H", "H", "H", "H", "H"],
  "positions_angstrom": [[-1.9863, -1.5665, -0.0509], [0.4932, 0.4671, -0.4642], [1.2746, -0.9624, 1.2595], [-1.7053, 1.1224, -0.0175], [2.4220, -0.5517, -0.7865], [1.3860, -0.3894, 0.1695], [-2.4203, -0.0039, -0.3138], [-0.4236, 0.9636, 0.5995], [-0.4803, 0.3293, 1.4726], [-0.0458, 1.9977, 0.9789], [2.2419, -0.2223, -1.7585], [2.8214, -1.3790, -0.6068], [-3.5775, 0.1949, -0.4819]],
  "nbo_charge": [-0.047, -0.530, -0.616, -0.499, -0.836, 0.888, 0.024, 0.193, 0.222, 0.191, 0.410, 0.384, 0.217]
}


Quick look at relative energies in kcal/mol: <a> 64.4; <b> 62.0; <c> 0.0.


<a>
{
  "formula": "C3H5NO3S",
  "method": "ωB97M-V/def2-TZVPD",
  "smiles": "O=CNOCOC=S",
  "total_charge": 0,
  "gap_ha": 0.3498,
  "homo_energy_ev": -9.2,
  "spin_multiplicity": 1,
  "symbols": ["S", "O", "O", "O", "N", "C", "C", "C", "H", "H", "H", "H", "H"],
  "positions_angstrom": [[2.8721, 0.7478, -0.0882], [-2.8708, 1.3251, 0.0049], [0.8645, -0.9924, -0.0593], [-1.1737, -0.6055, 0.8604], [-1.9286, -0.7281, -0.3059], [-2.8788, 0.2388, -0.5199], [0.0451, -0.0072, 0.5852], [2.1137, -0.6633, -0.3663], [2.6158, -1.5158, -0.8510], [-3.5937, -0.0454, -1.2705], [-0.0484, 0.8903, -0.0710], [-2.1551, -1.7020, -0.4360], [0.4886, 0.2778, 1.5393]],
  "nbo_charge": [-0.091, -0.563, -0.488, -0.354, -0.354, 0.500, 0.203, 0.053, 0.194, 0.122, 0.193, 0.388, 0.199]
}


<b>
{
  "formula": "C3H5NO3S",
  "method": "ωB97M-V/def2-TZVPD",
  "smiles": "O=C(O)[C@H]1NCSO1",
  "total_charge": 0,
  "gap_ha": 0.3372,
  "homo_energy_ev": -8.8,
  "spin_multiplicity": 1,
  "symbols": ["S", "O", "O", "O", "N", "C", "C", "C", "H", "H", "H", "H", "H"],
  "positions_angstrom": [[-0.7054, 0.5591, 2.0706], [0.1610, 2.2923, -1.1473], [1.1877, 0.3862, -1.8952], [-1.5037, 0.8097, 0.6218], [0.0163, -0.9838, 0.0130], [-0.7786, 0.1840, -0.4702], [0.2757, 1.1108, -1.1583], [0.6083, -0.5231, 1.3206], [0.6325, -1.3762, 1.9494], [0.8445, -0.5841, -1.7469], [-0.7069, -1.6771, 0.2863], [1.4988, -0.0804, 1.2892], [-1.5302, -0.1174, -1.1329]],
  "nbo_charge": [0.454, -0.522, -0.678, -0.638, -0.628, 0.110, 0.738, -0.356, 0.220, 0.506, 0.377, 0.203, 0.215]
}


Quick look at relative energies in kcal/mol: <a> 20.5; <b> 0.0.


<a>
{
  "formula": "C2H9NO3",
  "method": "ωB97M-V/def2-TZVPD",
  "smiles": "NCC=O.O.O",
  "total_charge": 0,
  "gap_ha": 0.3877,
  "homo_energy_ev": -10.3,
  "spin_multiplicity": 1,
  "symbols": ["O", "O", "O", "N", "C", "C", "H", "H", "H", "H", "H", "H", "H", "H", "H"],
  "positions_angstrom": [[1.3774, 1.0496, -2.8888], [-2.9366, 2.2162, 6.3183], [3.0396, -3.3166, -0.5025], [-1.1557, -0.4640, -0.5321], [0.7120, 0.6276, -1.8975], [-0.7228, 0.2544, -1.8645], [-1.1380, -0.1452, -2.8938], [2.1812, -3.0110, -0.8358], [-3.3493, 1.9268, 5.5688], [-1.1982, 1.2461, -1.6522], [-0.5113, -1.2448, -0.4548], [-2.5478, 3.0124, 6.0792], [-2.0244, -0.8096, -0.9478], [1.2215, 0.4157, -0.8921], [3.6778, -3.0289, -1.0920]],
  "nbo_charge": [-0.522, -0.920, -0.931, -0.797, 0.407, -0.374, 0.222, 0.464, 0.459, 0.242, 0.344, 0.461, 0.360, 0.119, 0.467]
}


<b>
{
  "formula": "C2H9NO3",
  "method": "ωB97M-V/def2-TZVPD",
  "smiles": "CC(N)=O.O.O",
  "total_charge": 0,
  "gap_ha": 0.3955,
  "homo_energy_ev": -10.0,
  "spin_multiplicity": 1,
  "symbols": ["O", "O", "O", "N", "C", "C", "H", "H", "H", "H", "H", "H", "H", "H", "H"],
  "positions_angstrom": [[0.7553, 3.4125, 3.8887], [-1.0931, 5.1972, 4.4258], [1.1078, -1.6411, -3.4858], [-0.9477, -2.4969, -3.6777], [0.4448, -3.2114, -1.8046], [0.2162, -2.2977, -2.9936], [1.2617, 2.8482, 3.2998], [-1.4174, 4.4182, 3.9715], [1.2693, 4.2289, 3.8969], [1.2147, -3.8616, -2.2582], [-0.3245, -3.8526, -1.4045], [0.8058, -2.6254, -0.9729], [-1.7558, -3.0439, -3.4429], [-1.0342, -2.0593, -4.5819], [-0.5029, 4.9848, 5.1394]],
  "nbo_charge": [-0.947, -0.956, -0.612, -0.830, -0.720, 0.675, 0.471, 0.485, 0.474, 0.246, 0.216, 0.236, 0.394, 0.395, 0.472]
}


<c>
{
  "formula": "C2H9NO3",
  "method": "ωB97M-V/def2-TZVPD",
  "total_charge": 0,
  "gap_ha": 0.4015,
  "homo_energy_ev": -10.1,
  "spin_multiplicity": 1,
  "symbols": ["O", "O", "O", "N", "C", "C", "H", "H", "H", "H", "H", "H", "H", "H", "H"],
  "positions_angstrom": [[0.2294, 1.5824, 1.1946], [-0.4271, -1.0385, 0.0483], [0.0625, -3.1337, -0.0601], [-1.5499, -0.2301, -0.3423], [1.0783, 2.4825, 0.4941], [0.0409, -2.2288, -1.0200], [1.1398, 2.2428, -0.5734], [-2.3630, -0.6301, 0.1222], [-1.3552, 0.6823, 0.0701], [0.5679, 0.6838, 1.0854], [1.0072, -1.9140, -1.4342], [-0.3710, -2.2270, 0.6365], [-0.7966, -2.2488, -1.7332], [0.6471, 3.4787, 0.5979], [2.0898, 2.4986, 0.9142]],
  "nbo_charge": [-0.743, -0.529, -0.760, -0.525, -0.249, 0.289, 0.164, 0.340, 0.374, 0.481, 0.149, 0.511, 0.147, 0.184, 0.167]
}


Quick look at relative energies in kcal/mol: <a> 45.6; <b> 0.0; <c> 99.4.


<a>
{
  "formula": "C2H9NO3",
  "method": "ωB97M-V/def2-TZVPD",
  "smiles": "OCOO.CN",
  "total_charge": 0,
  "gap_ha": 0.3681,
  "homo_energy_ev": -9.2,
  "spin_multiplicity": 1,
  "symbols": ["O", "O", "O", "N", "C", "C", "H", "H", "H", "H", "H", "H", "H", "H", "H"],
  "positions_angstrom": [[2.1148, -0.4040, -0.9661], [1.0347, -1.0783, -1.6126], [1.9031, -0.3329, 1.2005], [-1.4727, 0.5287, -0.4108], [-2.1206, 0.1954, 0.8527], [1.6769, 0.5589, 0.2054], [-3.1345, -0.2214, 0.7462], [-1.5017, -0.5285, 1.3913], [2.4049, 1.3747, 0.1260], [-2.0100, 1.2026, -0.9410], [1.4308, -1.9508, -1.7654], [0.6163, 0.8052, 0.0748], [-1.3008, -0.2956, -0.9633], [-2.1820, 1.0937, 1.4723], [2.5408, -0.9478, 0.5901]],
  "nbo_charge": [-0.359, -0.462, -0.731, -0.850, -0.415, 0.208, 0.167, 0.200, 0.149, 0.358, 0.463, 0.220, 0.370, 0.189, 0.492]
}


<b>
{
  "formula": "C2H9NO3",
  "method": "ωB97M-V/def2-TZVPD",
  "smiles": "CNC=O.O.O",
  "total_charge": 0,
  "gap_ha": 0.3913,
  "homo_energy_ev": -10.1,
  "spin_multiplicity": 1,
  "symbols": ["O", "O", "O", "N", "C", "C", "H", "H", "H", "H", "H", "H", "H", "H", "H"],
  "positions_angstrom": [[2.0059, -0.7710, 5.5250], [0.9593, 0.7377, 2.6032], [-0.5007, -0.0645, -0.3947], [-1.2490, -0.5862, -2.5818], [-1.2529, 0.7403, -3.3697], [-0.3224, -0.7010, -1.4169], [0.3563, -1.5390, -1.4954], [-2.1340, 1.3413, -3.2113], [1.4661, 0.0267, 5.3961], [0.8352, 0.2007, 1.8323], [-1.0400, -1.3936, -3.2195], [2.6190, -0.7642, 4.7740], [-1.2117, 0.5898, -4.4945], [0.1210, 0.6262, 2.9698], [-0.6520, 1.5568, -2.9167]],
  "nbo_charge": [-0.944, -0.936, -0.558, -0.660, -0.449, 0.546, 0.116, 0.204, 0.471, 0.476, 0.369, 0.473, 0.214, 0.459, 0.218]
}


Quick look at relative energies in kcal/mol: <a> 74.7; <b> 0.0.